A single C4H5NO2 molecule, computed with ωB97M-V/def2-TZVPD.

Last column: Löwdin charge in e.
Atoms and positions in Å:
O1 -2.56460 0.83708 0.02875  0.077
C1 -1.68688 0.02035 0.15213  -0.251
C2 -0.42640 0.07573 -0.63891  -0.227
C3 0.49402 0.75068 0.49038  -0.132
N1 1.73751 0.00881 0.40558  0.072
C4 1.49167 -1.00019 -0.31172  -0.214
O2 0.25278 -1.16386 -0.85307  -0.013
H1 -1.59201 -0.67204 1.00990  0.140
H2 -0.61232 0.50841 -1.63690  0.167
H3 0.61291 1.83253 0.41276  0.123
H4 0.08612 0.57305 1.50981  0.123
H5 2.20721 -1.77054 -0.56872  0.135

Output
HOMO level: -10.122 eV
ΔE to the lowest compared entry with this formula, charge and spin: 1.613 eV
LUMO level: 0.839 eV
HOMO-LUMO gap: 10.96 eV
Electronic energy: -360.6101 hartree
Total charge: 0


A molecular structure, C51H65GeNO5PbSb2Si2, computed with ωB97M-V/def2-TZVPD.

Last column: Löwdin charge in e.
Atoms and positions in Å:
Pb1 12.31912 15.91574 14.67865  1.567
C1 8.31547 16.45756 14.06001  -0.152
Si1 8.84109 15.98704 15.83683  0.477
C2 9.10067 14.13336 15.97166  -0.155
C3 7.25990 16.34214 16.94214  -0.126
C4 10.27806 17.04000 16.18641  -0.296
C5 10.44182 18.21293 15.31778  -0.413
C6 9.57758 19.28953 15.29985  -0.016
C7 9.86309 20.35169 14.51298  -0.004
C8 11.07503 20.34164 13.82117  -0.008
C9 11.85706 19.18947 13.78406  -0.073
N1 11.52470 18.12974 14.52655  -0.045
Si2 11.01642 17.02370 17.89234  0.440
C10 10.31960 15.80108 19.09270  -0.170
C11 12.87973 16.67445 17.99138  -0.169
C12 10.81167 18.76796 18.63287  -0.149
H1 7.80513 15.62275 13.57243  0.043
H2 9.17578 16.75090 13.43334  0.016
H3 7.60010 17.28387 14.17332  0.044
H4 10.11329 13.82640 16.21892  -0.003
H5 8.73632 13.62494 15.08382  0.043
H6 8.47436 13.74503 16.75804  0.034
H7 6.36033 15.92233 16.51486  0.043
H8 7.05897 17.40343 16.98581  0.021
H9 7.40429 15.93974 17.96291  0.031
H10 8.70136 19.23563 15.95000  0.142
H11 9.18262 21.18548 14.38732  0.137
H12 11.38211 21.21939 13.22720  0.133
H13 12.84962 19.16668 13.29490  0.138
H14 10.51879 14.80811 18.73500  -0.043
H15 9.21124 15.86782 19.16961  0.037
H16 10.65454 15.90001 20.15456  0.078
H17 13.01272 15.64497 17.63690  0.000
H18 13.15609 16.72780 19.03963  0.053
H19 13.55806 17.34276 17.42215  0.050
H20 9.74168 18.91506 18.92608  0.053
H21 11.08382 19.63079 18.02483  0.028
H22 11.47625 18.85115 19.54423  0.069
C13 13.76431 11.71194 16.91900  -0.397
C14 13.53539 10.70279 15.82414  -0.385
C15 14.65534 10.63107 14.79098  -0.338
Sb1 14.63685 12.16118 13.17138  1.615
C16 16.62321 11.82119 12.28970  -0.368
C17 16.81443 11.74758 10.93063  -0.136
C18 18.12010 11.87068 10.43178  -0.074
C19 19.16056 12.18945 11.28814  -0.087
C20 18.96741 12.28080 12.64851  -0.078
C21 17.67819 12.06692 13.18762  -0.132
C22 13.45846 10.88224 11.76924  -0.337
C23 12.93370 11.61358 10.71167  -0.170
C24 11.75932 11.19445 10.11805  -0.121
C25 11.13160 10.01546 10.45943  -0.073
C26 11.70379 9.24543 11.49710  -0.066
C27 12.79130 9.71958 12.18662  -0.125
Sb2 12.24447 12.16605 18.48271  1.478
C28 13.64398 11.91304 20.15501  -0.375
C29 13.23826 12.54189 21.34077  -0.175
C30 14.04492 12.56726 22.46630  -0.077
C31 15.31529 11.96026 22.38906  -0.062
C32 15.68657 11.33864 21.20664  -0.098
C33 14.89371 11.30221 20.09850  -0.139
C34 11.18722 10.28651 18.46762  -0.405
C35 11.84386 9.03456 18.46622  -0.118
C36 11.04161 7.90249 18.49925  -0.091
C37 9.66325 7.94200 18.36611  -0.079
C38 9.02932 9.18308 18.33954  -0.092
C39 9.79268 10.34070 18.46107  -0.175
H23 13.87502 12.72971 16.47250  0.008
H24 14.71224 11.50388 17.40906  0.031
H25 12.59738 10.94224 15.30770  0.093
H26 13.39009 9.66178 16.17720  0.106
H27 14.74211 9.64781 14.34818  0.051
H28 15.64189 10.78302 15.32701  0.074
H29 16.05545 11.47862 10.17343  0.109
H30 18.28610 11.72863 9.36398  0.114
H31 20.18806 12.31129 10.87378  0.127
H32 19.77451 12.60319 13.30103  0.111
H33 17.42200 12.20023 14.24170  0.078
H34 13.40615 12.48262 10.35900  0.074
H35 11.25822 11.85735 9.40451  0.109
H36 10.18586 9.75094 10.00021  0.110
H37 11.20780 8.32199 11.78259  0.112
H38 13.13996 9.21126 13.05175  0.075
H39 12.18099 12.84791 21.37815  0.084
H40 13.72140 13.12482 23.36992  0.118
H41 15.90204 11.87420 23.28774  0.106
H42 16.68230 10.93931 21.12169  0.107
H43 15.22799 10.79237 19.21333  0.082
H44 12.90959 8.93296 18.39604  0.092
H45 11.54241 6.95162 18.63789  0.109
H46 9.07556 7.00902 18.32137  0.119
H47 7.91393 9.29519 18.28178  0.121
H48 9.32995 11.34023 18.36404  0.076
O1 11.24547 15.20746 12.46281  -0.166
H49 11.04281 16.03324 12.00979  0.057
H50 10.58842 14.54130 12.12996  0.031
O2 15.65577 14.01831 15.13191  -0.202
H51 15.40198 14.99559 15.16039  0.021
H52 15.77640 13.70729 16.04575  0.052
O3 9.67154 13.35799 11.21417  -0.038
H53 8.91207 13.52014 10.60050  0.105
H54 9.62645 12.44807 11.48286  0.047
O4 14.44700 16.48502 14.62418  -0.531
O5 14.76386 16.00880 13.20905  -0.468
Ge1 16.49689 16.53437 12.72745  0.995
C40 17.05814 18.04285 13.81948  -0.334
C41 16.11839 18.89078 14.39028  -0.109
C42 16.55264 20.17070 14.84817  -0.073
C43 17.90862 20.48871 14.76927  -0.069
C44 18.85305 19.55925 14.27275  -0.058
C45 18.39386 18.34385 13.82087  -0.132
C46 16.10559 17.13522 10.94378  -0.306
C47 15.71264 16.14559 10.03600  -0.120
C48 15.39593 16.49176 8.73141  -0.085
C49 15.45400 17.81289 8.30984  -0.076
C50 15.79888 18.80162 9.22051  -0.083
C51 16.12715 18.46647 10.53162  -0.098
H55 17.42060 15.30678 12.96771  0.021
H56 15.02300 18.65150 14.43189  0.080
H57 15.80945 20.86116 15.23406  0.097
H58 18.20817 21.48443 15.14066  0.115
H59 19.85545 19.91007 14.14564  0.105
H60 19.11810 17.65480 13.41112  0.104
H61 15.72214 15.07783 10.28985  0.097
H62 15.14667 15.73245 8.01957  0.100
H63 15.20103 18.08507 7.27854  0.117
H64 15.78123 19.84838 8.87797  0.116
H65 16.46182 19.28928 11.20205  0.116

Output
HOMO level (spin up / spin down): -12.006 / -12.024 eV
LUMO level (spin up / spin down): -9.352 / -9.362 eV
HOMO-LUMO gap (spin up / spin down): 2.65 / 2.66 eV
Electronic energy: -5741.8055 hartree
Total charge: +2


Results for max |F|: 0.9 3.7 (in eV Å⁻¹, following the order of the records).